## 1
# C3H2FN

A 2-piece molecular cluster, C3H2FN overall (ωB97M-V/def2-TZVPD, OMol25).

Values from the calculation:
- total charge = 0
- frontier orbital gap (spin up / spin down) (eV) = 8.6 / 8.3

Geometry as XYZ:
```
7
Properties=species:S:1:pos:R:3:nbo_charge:R:1
C -0.141 1.593 -1.466 0.149
C -0.168 -1.121 0.570 -0.580
C 0.367 0.028 0.529 0.634
N -0.601 2.252 -2.275 -0.474
F 1.160 0.675 1.447 -0.289
H -0.046 -1.871 1.491 0.289
H -0.571 -1.555 -0.295 0.271
```

***

## 2
# C3H2FN

C3H2FN as an isolated structure (ωB97M-V/def2-TZVPD, OMol25).

Values from the calculation:
- total charge = 0
- frontier orbital gap (eV) = 9.1

Geometry as XYZ:
```
7
Properties=species:S:1:pos:R:3:nbo_charge:R:1
C -0.346 -0.736 0.056 -0.461
C -0.747 0.725 0.019 0.144
C 0.901 -0.220 0.075 0.593
N 0.393 1.273 -0.004 -0.442
F 2.192 -0.543 0.020 -0.278
H -0.637 -1.772 -0.135 0.238
H -1.756 1.272 -0.031 0.206
```

***

Stability ranking, top and bottom: 2 is the most stable and 1 is the least stable.

***

## 1
# C4H4ClN

A 2-piece molecular cluster, C4H4ClN overall (ωB97M-V/def2-TZVPD, OMol25).

Values from the calculation:
- total charge = 0
- SMILES = N=C=CCl.C#C
- frontier orbital gap (eV) = 9.4

Geometry as XYZ:
```
10
Properties=species:S:1:pos:R:3:nbo_charge:R:1
N -0.895 -2.837 -0.348 -0.579
C -1.107 -1.661 -0.417 0.428
C -1.385 -0.415 -0.816 -0.463
Cl -1.972 0.955 0.177 -0.004
H -0.093 -3.149 0.133 0.389
H -1.297 -0.215 -1.839 0.244
C 2.132 1.946 1.188 -0.262
C 1.259 1.690 0.366 -0.237
H 2.942 2.423 1.746 0.243
H 0.416 1.263 -0.190 0.241
```

***

## 2
# C4H4ClN

A 2-piece molecular cluster, C4H4ClN overall (ωB97M-V/def2-TZVPD, OMol25).

Values from the calculation:
- total charge = 0
- SMILES = C#CCl.C=C=N
- frontier orbital gap (eV) = 9.5

Geometry as XYZ:
```
10
Properties=species:S:1:pos:R:3:nbo_charge:R:1
C 1.958 1.215 0.740 -0.243
C 2.693 0.361 0.281 -0.126
Cl 3.862 -0.644 -0.293 0.135
H 1.585 2.035 1.220 0.235
C -0.988 -0.145 -0.883 -0.672
C -0.578 -0.706 0.223 0.454
N -0.340 -1.331 1.227 -0.642
H -1.798 0.548 -0.883 0.243
H -0.451 -0.429 -1.707 0.236
H 0.533 -1.095 1.643 0.380
```

***

Stability ranking, top and bottom: 2 is the most stable and 1 is the least stable.

***

## 1
# CH3NS3

CH3NS3 as an isolated structure (ωB97M-V/def2-TZVPD, OMol25).

Values from the calculation:
- total charge = 0
- frontier orbital gap (spin up / spin down) (eV) = 6.7 / 6.7

Geometry as XYZ:
```
8
Properties=species:S:1:pos:R:3:nbo_charge:R:1
C -0.406 -1.003 -0.798 -0.229
N 0.411 0.274 0.642 -0.813
S -0.203 -0.572 -2.267 0.237
S 0.968 1.669 -0.225 0.175
S -0.803 0.643 1.700 0.207
H -0.391 -2.059 -0.340 0.237
H 0.865 1.204 -1.434 0.089
H -0.440 -0.156 2.723 0.097
```

***

## 2
# CH3NS3

A 2-piece molecular cluster, CH3NS3 overall (ωB97M-V/def2-TZVPD, OMol25).

Values from the calculation:
- total charge = 0
- frontier orbital gap (eV) = 7.9

Geometry as XYZ:
```
8
Properties=species:S:1:pos:R:3:nbo_charge:R:1
C -0.393 -0.305 -1.674 -0.470
N -0.961 0.861 0.859 -0.764
S 0.004 -1.637 -0.920 0.101
S 1.523 -0.142 2.345 -0.318
S -0.594 -0.214 1.755 0.899
H 0.130 -0.016 -2.559 0.186
H -1.216 0.461 -1.470 0.223
H 1.506 0.993 1.664 0.144
```

***

Stability ranking, top and bottom: 2 is the most stable and 1 is the least stable.

***

## 1
# C24H60O12

A 6-piece molecular cluster, C24H60O12 overall (ωB97M-V/def2-TZVPD, OMol25).

Values from the calculation:
- total charge = 0
- SMILES = COCCOC.COCCOC.COCCOC.COCCOC.COCCOC.COCCOC
- frontier orbital gap (eV) = 9.9

Geometry as XYZ:
```
96
Properties=species:S:1:pos:R:3:lowdin_charge:R:1
C 13.862 -1.565 -1.946 -0.130
O 12.556 -1.435 -1.507 -0.206
C 12.115 -0.099 -1.314 -0.176
C 11.652 0.628 -2.697 -0.131
O 11.563 2.062 -2.362 -0.219
C 11.578 2.897 -3.554 -0.097
H 13.731 -1.772 -3.008 0.089
H 14.317 -2.355 -1.348 0.090
H 14.439 -0.653 -1.792 0.088
H 12.832 0.469 -0.722 0.114
H 11.237 -0.172 -0.672 0.115
H 10.625 0.280 -2.806 0.115
H 12.341 0.411 -3.513 0.112
H 12.565 3.280 -3.813 0.080
H 10.866 3.709 -3.400 0.082
H 11.238 2.287 -4.391 0.074
C -9.970 2.049 -2.817 -0.137
O -10.261 1.029 -1.930 -0.191
C -9.714 -0.256 -2.264 -0.174
C -10.681 -1.468 -1.809 -0.155
O -10.136 -2.808 -1.939 -0.202
C -9.088 -3.077 -0.957 -0.097
H -10.643 2.870 -2.572 0.092
H -10.210 1.590 -3.776 0.083
H -8.947 2.411 -2.925 0.085
H -8.740 -0.306 -1.777 0.107
H -9.410 -0.430 -3.297 0.115
H -11.602 -1.448 -2.392 0.118
H -10.924 -1.328 -0.756 0.110
H -8.991 -4.131 -1.217 0.082
H -9.430 -3.091 0.078 0.084
H -8.104 -2.627 -1.086 0.080
C -6.010 3.145 4.586 -0.096
O -5.157 4.308 4.732 -0.128
C -5.909 5.454 4.970 -0.259
C -5.832 5.899 6.395 -0.190
O -6.336 4.906 7.334 -0.178
C -7.745 4.724 7.398 -0.119
H -6.740 3.160 3.777 0.087
H -6.529 2.774 5.470 0.077
H -5.492 2.208 4.385 0.079
H -6.982 5.342 4.815 0.113
H -5.614 6.331 4.395 0.128
H -6.300 6.871 6.549 0.119
H -4.805 6.209 6.588 0.124
H -8.185 5.709 7.551 0.083
H -8.079 4.037 8.176 0.088
H -8.255 4.352 6.510 0.070
C 6.724 4.792 1.295 -0.109
O 6.803 6.072 1.895 -0.202
C 7.083 6.138 3.286 -0.141
C 8.503 5.459 3.599 -0.231
O 9.615 5.982 2.967 -0.188
C 10.734 5.096 3.062 -0.091
H 7.678 4.265 1.311 0.077
H 6.412 4.919 0.259 0.089
H 5.947 4.163 1.728 0.085
H 6.245 5.594 3.722 0.117
H 7.170 7.177 3.605 0.121
H 8.483 4.439 3.216 0.093
H 8.689 5.533 4.670 0.121
H 10.457 4.198 2.510 0.082
H 11.042 4.811 4.067 0.087
H 11.555 5.588 2.541 0.091
C -7.259 -9.533 -3.941 -0.138
O -6.252 -9.853 -4.857 -0.146
C -5.955 -8.759 -5.683 -0.213
C -5.090 -7.663 -5.002 -0.195
O -4.427 -6.926 -6.064 -0.173
C -3.719 -5.801 -5.513 -0.115
H -7.025 -8.739 -3.231 0.082
H -7.382 -10.308 -3.185 0.085
H -8.277 -9.399 -4.306 0.092
H -6.785 -8.229 -6.150 0.124
H -5.407 -9.115 -6.556 0.125
H -4.383 -8.122 -4.310 0.125
H -5.724 -7.086 -4.329 0.108
H -4.330 -5.236 -4.809 0.078
H -3.290 -5.146 -6.271 0.084
H -2.857 -6.034 -4.889 0.078
C -1.352 -2.453 -0.010 -0.095
O 0.016 -2.704 0.365 -0.178
C 0.636 -1.741 1.197 -0.217
C 1.874 -2.420 1.797 -0.172
O 2.915 -2.504 0.799 -0.172
C 3.533 -1.272 0.387 -0.107
H -1.905 -3.354 -0.278 0.080
H -1.533 -1.844 -0.895 0.075
H -1.872 -1.943 0.801 0.079
H 0.040 -1.153 1.896 0.120
H 0.902 -0.968 0.476 0.107
H 1.543 -3.394 2.157 0.123
H 2.167 -2.008 2.763 0.114
H 2.952 -0.608 -0.253 0.076
H 4.305 -1.568 -0.324 0.082
H 4.108 -0.728 1.136 0.084
```

***

## 2
# C24H60O12

A 6-piece molecular cluster, C24H60O12 overall (ωB97M-V/def2-TZVPD, OMol25).

Values from the calculation:
- total charge = 0
- SMILES = COCCOC.COCCOC.COCCOC.COCCOC.COCCOC.COCCOC
- frontier orbital gap (eV) = 10.0

Geometry as XYZ:
```
96
Properties=species:S:1:pos:R:3:lowdin_charge:R:1
C -3.945 -2.070 5.658 -0.112
O -3.077 -2.162 6.766 -0.176
C -1.964 -1.300 6.711 -0.212
C -0.946 -1.607 5.648 -0.222
O -0.064 -0.504 5.592 -0.170
C 0.841 -0.595 4.530 -0.112
H -3.471 -2.350 4.716 0.076
H -4.364 -1.059 5.571 0.092
H -4.766 -2.764 5.830 0.088
H -1.462 -1.342 7.679 0.131
H -2.289 -0.256 6.596 0.130
H -1.423 -1.766 4.671 0.115
H -0.391 -2.534 5.845 0.133
H 1.649 0.119 4.659 0.077
H 0.379 -0.372 3.555 0.075
H 1.263 -1.606 4.430 0.095
C 3.947 -3.071 -3.802 -0.124
O 4.142 -1.819 -3.197 -0.205
C 3.874 -0.754 -4.096 -0.208
C 4.322 0.563 -3.496 -0.202
O 3.401 1.140 -2.591 -0.178
C 3.414 0.522 -1.317 -0.102
H 4.743 -3.290 -4.521 0.090
H 2.984 -3.111 -4.338 0.091
H 3.882 -3.838 -3.033 0.078
H 2.820 -0.790 -4.394 0.132
H 4.482 -0.900 -5.007 0.126
H 4.448 1.266 -4.319 0.125
H 5.266 0.398 -2.963 0.127
H 4.459 0.504 -0.971 0.094
H 2.972 -0.471 -1.313 0.073
H 2.903 1.198 -0.631 0.084
C 5.102 -2.676 7.105 -0.102
O 5.101 -2.340 5.729 -0.186
C 4.563 -1.064 5.461 -0.218
C 4.530 -0.909 3.959 -0.200
O 3.836 0.293 3.647 -0.200
C 4.002 0.631 2.299 -0.125
H 6.080 -3.088 7.349 0.084
H 4.354 -3.460 7.272 0.087
H 4.852 -1.833 7.748 0.085
H 5.168 -0.259 5.903 0.134
H 3.558 -0.986 5.894 0.121
H 3.958 -1.753 3.547 0.129
H 5.536 -0.908 3.532 0.130
H 3.726 -0.159 1.592 0.076
H 5.028 0.973 2.094 0.093
H 3.382 1.508 2.099 0.091
C -3.884 5.263 -6.022 -0.111
O -4.351 5.434 -4.709 -0.188
C -3.772 6.548 -4.102 -0.235
C -3.914 6.541 -2.592 -0.205
O -3.375 5.389 -1.986 -0.164
C -4.193 4.251 -1.996 -0.110
H -4.085 6.166 -6.612 0.090
H -4.400 4.429 -6.496 0.085
H -2.816 5.015 -6.045 0.093
H -4.057 7.505 -4.568 0.129
H -2.675 6.545 -4.270 0.128
H -4.908 6.787 -2.199 0.126
H -3.244 7.340 -2.256 0.127
H -5.229 4.472 -1.708 0.093
H -3.726 3.512 -1.348 0.082
H -4.314 3.748 -2.963 0.065
C -3.852 0.907 -4.751 -0.104
O -3.183 0.419 -3.611 -0.193
C -2.692 -0.894 -3.745 -0.209
C -3.789 -1.895 -3.383 -0.210
O -3.347 -3.217 -3.172 -0.177
C -2.457 -3.326 -2.074 -0.109
H -4.563 0.181 -5.161 0.086
H -3.139 1.151 -5.549 0.090
H -4.398 1.799 -4.454 0.076
H -1.884 -0.987 -3.015 0.109
H -2.258 -1.075 -4.737 0.133
H -4.565 -1.938 -4.147 0.122
H -4.251 -1.519 -2.457 0.130
H -2.439 -4.368 -1.766 0.089
H -2.747 -2.680 -1.237 0.089
H -1.449 -3.030 -2.384 0.073
C -1.967 0.849 0.057 -0.118
O -1.438 -0.443 0.234 -0.193
C -0.029 -0.411 0.422 -0.197
C 0.502 -1.758 0.040 -0.245
O 1.828 -1.891 0.428 -0.194
C 2.368 -3.153 0.079 -0.080
H -1.640 1.324 -0.880 0.089
H -1.618 1.534 0.845 0.091
H -3.052 0.809 0.064 0.087
H 0.178 -0.160 1.468 0.111
H 0.413 0.369 -0.211 0.123
H 0.326 -1.921 -1.042 0.125
H -0.173 -2.537 0.443 0.133
H 3.255 -3.317 0.677 0.090
H 2.584 -3.172 -1.001 0.077
H 1.613 -3.941 0.196 0.090
```

***

Stability ranking, top and bottom: 2 is the most stable and 1 is the least stable.